C3H5F3O | wB97M-V/def2-TZVPD

Summary:
**LUMO energy**: 0.029 hartree
**HOMO-LUMO gap**: 11.23 eV
**Electronic energy**: -492.10078 hartree
**Total charge**: 0
**SMILES**: O=C(F)F.C=C.F
**ΔE to the lowest compared entry with this formula, charge and spin**: 0.240 eV
**Maximum force**: 3.308 eV/A

Bonds (Å) are listed after each position.
CARTESIAN COORDINATES (ANGSTROEM)
1 C 0.87 0.19 -0.27  C2 1.323, H8 1.079, H10 1.144
2 C 0.13 0.16 0.83  C1 1.323, H11 1.021, H12 1.054
3 C -3.55 0.64 0.34  O4 1.147, F5 1.337, F6 1.319
4 O -2.79 1.49 0.52  C3 1.147
5 F -3.69 -0.53 0.96  C3 1.337
6 F -4.55 0.65 -0.51  C3 1.319
7 F -1.60 -0.51 -1.51  H9 0.940
8 H 0.96 -0.74 -0.81  C1 1.079
9 H -0.76 -0.89 -1.33  F7 0.940
10 H 1.23 1.22 -0.61  C1 1.144
11 H -0.15 -0.78 1.11  C2 1.021
12 H -0.38 0.94 1.31  C2 1.054